(1)
Entry from OMol25: a 2-piece molecular cluster, C5H14O overall at a distorted geometry (wB97M-V/def2-TZVPD).

Geometry as XYZ:
```
20
Properties=species:S:1:pos:R:3:forces:R:3
C -2.380036 1.268893 -0.110419 -1.473 -0.472 -0.272
C -0.899699 0.945028 -0.339660 -0.654 2.723 0.732
C -0.637177 0.113021 -1.577500 0.202 0.767 -0.146
O -0.341318 2.257975 -0.726839 0.127 -0.146 -0.889
H -2.576640 2.327550 -0.293239 0.301 -0.027 0.265
H -2.787752 1.008205 0.878287 0.376 0.057 -0.181
H -3.050193 0.784106 -0.839807 0.317 -0.195 0.207
H -0.502777 0.733177 0.660364 0.360 -0.710 -0.774
H -1.479644 0.296053 -2.263777 0.486 -0.123 0.061
H 0.278397 0.566107 -1.983796 -0.286 -0.561 -0.227
H -0.501505 -0.940645 -1.448842 -0.129 -0.512 0.204
H 0.160248 2.771227 -0.097585 -0.017 -0.448 0.725
C 1.236107 -1.175313 0.684673 0.624 -0.521 -0.866
C 2.388245 -1.943243 1.367512 0.636 1.411 -0.129
H 0.735846 -1.738449 -0.109300 0.218 -0.055 0.226
H 0.447347 -0.844114 1.347439 0.162 -0.124 0.455
H 1.673013 -0.282113 0.217037 -0.382 -0.177 -0.021
H 2.105281 -2.292194 2.349440 0.098 -0.409 0.145
H 3.166286 -1.174730 1.485482 -0.084 -0.190 0.618
H 2.965971 -2.680540 0.800529 -0.880 -0.288 -0.131
```
Positions in Å, forces in eV/Å.

Calculated values
**Total energy**: -7458.2993 eV
**SMILES string**: CC(C)O.CC
**Energy above the lowest of the compared OMol25 structures with the same formula, charge and spin**: 143.4 kJ/mol
**LUMO energy**: 0.88 eV
**Orbital gap**: 10.950 eV

(2)
Entry from OMol25: a 3-piece molecular cluster, C5H14O2 overall at a distorted geometry (wB97M-V/def2-TZVPD).

Geometry as XYZ:
```
21
Properties=species:S:1:pos:R:3:forces:R:3
C 2.757062 -0.670100 0.228349 0.047 1.460 0.895
C 1.826101 0.064843 -0.681481 -0.687 -0.639 -0.698
C 0.488981 0.149455 -0.588173 -0.284 -0.186 0.622
C -0.391017 0.530935 -1.756420 3.230 2.293 -0.334
C -0.247491 0.103308 0.748694 0.758 -1.159 -0.967
H 2.239317 -1.048823 1.114932 0.295 0.076 -0.066
H 3.563954 0.032165 0.522390 -0.170 -0.562 0.200
H 3.223229 -1.497877 -0.276064 0.158 -0.359 -0.327
H 2.306731 0.435690 -1.589269 -0.233 -0.355 -0.169
H -1.112165 -0.231067 -2.055898 0.100 0.381 -0.024
H -0.754783 1.552095 -1.519758 -0.886 -0.771 -0.187
H 0.435452 0.809144 -2.509817 -1.771 -0.897 0.100
H 0.315244 -0.556965 1.422545 -0.283 0.619 0.314
H -0.267092 1.159026 1.027736 -0.328 -0.250 0.567
H -1.247312 -0.330455 0.637980 0.062 0.354 0.078
O -6.278165 -2.590494 0.483225 0.138 -0.692 0.050
H -5.779950 -3.059807 1.163401 0.070 0.388 0.203
H -6.526478 -3.339106 -0.073627 -0.206 0.304 -0.253
O 1.495636 3.107356 1.264406 0.689 -0.547 0.000
H 2.283466 3.101561 0.704375 -0.223 0.466 -0.260
H 1.669278 2.279115 1.732472 -0.476 0.075 0.256
```
Positions in Å, forces in eV/Å.

Calculated values
**Total energy**: -9505.7866 eV
**SMILES string**: CC=C(C)C.O.O
**Energy above the lowest of the compared OMol25 structures with the same formula, charge and spin**: 117.1 kJ/mol
**LUMO energy**: 0.77 eV
**Orbital gap**: 9.449 eV

(3)
Entry from OMol25: an isolated ion of composition C5H14O2P and charge -1 (wB97M-V/def2-TZVPD).

Geometry as XYZ:
```
22
Properties=species:S:1:pos:R:3:forces:R:3
C -0.830539 2.557158 -0.193443 0.257 -0.296 -0.041
C -1.433370 1.659471 0.857839 -0.078 0.088 0.377
O -1.299143 1.849187 2.042099 -0.281 0.031 -0.487
O -2.189320 0.630232 0.382760 0.339 -0.096 0.340
C -1.408572 -0.388770 -0.316157 -0.208 -0.142 -0.481
C -0.721104 -1.358204 0.645286 0.063 0.318 0.367
C 0.786383 -1.139524 0.837004 -0.086 -0.226 0.061
P 1.838625 -0.933760 -0.755931 0.357 0.227 0.031
H -0.927158 3.598571 0.108066 0.030 -0.049 0.042
H -1.274723 2.383407 -1.172659 -0.029 0.073 0.069
H 0.228956 2.282481 -0.260803 -0.063 0.153 -0.053
H -2.134535 -0.909012 -0.943917 -0.045 0.102 0.122
H -0.693882 0.094762 -0.981687 0.046 0.010 0.065
H -0.920192 -2.384136 0.325213 0.071 0.050 -0.141
H -1.233285 -1.231839 1.608595 -0.042 -0.170 -0.064
H 0.989006 -0.286179 1.495459 -0.074 0.105 -0.159
H 1.188479 -2.027726 1.343227 0.055 0.089 0.012
H 2.384244 -2.306409 -0.627012 -0.067 -0.095 -0.054
H 0.720448 -1.439228 -1.598823 -0.098 -0.015 -0.038
H 1.324263 0.484205 -0.897232 -0.050 -0.056 -0.040
H 2.952054 -0.402404 0.075873 -0.052 -0.048 0.026
H 2.653364 -0.732285 -1.973756 -0.047 -0.054 0.045
```
Positions in Å, forces in eV/Å.

Calculated values
**Total energy**: -18792.8784 eV
**Energy above the lowest of the compared OMol25 structures with the same formula, charge and spin**: 64.0 kJ/mol
**LUMO energy**: 3.59 eV
**Total charge**: -1
**Orbital gap**: 6.789 eV

(4)
Entry from OMol25: a 2-piece molecular cluster, C5H14O2S overall at a distorted geometry (wB97M-V/def2-TZVPD).

Geometry as XYZ:
```
22
Properties=species:S:1:pos:R:3:forces:R:3
C -1.814423 -1.799367 -2.064940 0.272 -0.203 0.397
S -2.616393 -0.583059 -1.021310 -0.049 0.158 1.021
C -1.557830 -0.456406 0.526473 0.222 -0.354 -1.361
C -0.149480 0.043942 0.124696 -0.298 -0.281 -0.154
C 0.038456 1.473130 0.516458 0.224 1.576 0.484
C 0.273269 1.789879 2.007755 0.887 -0.353 -0.478
O 1.658093 1.668333 2.371148 -0.272 0.123 0.355
H -1.976824 -2.807473 -1.695297 -0.097 -0.126 -0.020
H -2.258732 -1.697128 -3.051642 0.057 0.010 -0.040
H -0.740848 -1.630384 -2.114992 0.052 0.097 -0.190
H -2.135269 0.288658 1.068743 0.205 0.123 0.195
H -1.518537 -1.355318 1.140549 -0.256 -0.195 -0.297
H 0.705772 -0.554951 0.459137 -0.377 -0.166 0.473
H -0.035543 -0.012917 -0.959079 -0.189 0.028 -0.017
H -0.816432 2.111045 0.259321 -0.139 -0.443 -0.412
H 0.867633 1.883860 -0.083853 -0.042 0.135 0.392
H -0.017314 2.821670 2.208774 -0.069 -0.038 0.064
H -0.275749 1.118677 2.673305 -0.284 0.050 -0.143
H 2.133266 1.303156 1.629664 0.171 -0.155 -0.289
O 3.072433 -1.081498 -1.434499 -0.388 0.398 -0.035
H 3.806171 -0.529779 -1.147220 0.088 -0.261 -0.026
H 3.358283 -1.994070 -1.413191 0.281 -0.121 0.081
```
Positions in Å, forces in eV/Å.

Calculated values
**Total energy**: -20341.5782 eV
**SMILES string**: CSCCCCO.O
**Energy above the lowest of the compared OMol25 structures with the same formula, charge and spin**: 53.1 kJ/mol
**LUMO energy**: 0.50 eV
**Orbital gap**: 8.958 eV

(5)
Entry from OMol25: one molecule with the formula C5H14O2SSi at a distorted geometry (wB97M-V/def2-TZVPD).

Geometry as XYZ:
```
23
Properties=species:S:1:pos:R:3:forces:R:3
C -3.848930 -0.187361 0.229716 -0.773 -1.551 -2.751
C 2.715521 0.211069 -1.552024 0.161 -1.434 0.243
C 1.823805 1.633356 0.885531 -1.490 -2.583 0.062
C 1.631799 -1.579560 0.827132 -1.251 -0.856 0.222
C -2.558077 0.483254 -0.072748 0.350 -1.051 -0.500
O -1.405011 -1.856181 0.180250 -0.002 0.075 -0.265
O -0.078888 0.259606 -0.711928 -2.441 -1.300 -0.589
Si 1.435441 0.029296 -0.140037 2.814 0.565 1.026
S -1.476493 -0.804558 -0.832695 1.401 1.894 0.839
H -4.149214 -0.642667 -0.803207 -0.210 0.733 1.795
H -3.929804 -0.987112 0.922723 0.762 -0.750 0.725
H -4.559863 0.516065 0.546562 -1.170 1.107 0.078
H 3.664277 0.694874 -1.209182 -0.749 -0.627 -0.268
H 2.903547 -0.731528 -2.151632 0.053 0.922 0.868
H 2.240834 0.859867 -2.248654 -0.300 0.898 -0.723
H 1.535498 1.595304 1.922492 -0.437 -0.055 0.402
H 2.794561 1.985758 0.869971 2.260 0.360 -0.279
H 1.240883 2.330745 0.371809 -1.135 1.502 -0.617
H 2.340728 -1.533310 1.680948 -0.439 0.098 -0.577
H 0.610413 -1.937920 1.184724 1.325 0.701 -0.068
H 1.921511 -2.420724 0.170060 0.211 0.464 0.137
H -2.038718 0.882449 0.773744 0.421 0.379 0.317
H -2.813822 1.199282 -0.843566 0.640 0.507 -0.075
```
Positions in Å, forces in eV/Å.

Calculated values
**Total energy**: -28220.4070 eV
**Energy above the lowest of the compared OMol25 structures with the same formula, charge and spin**: 0.0 kJ/mol
**LUMO energy**: 0.70 eV
**Orbital gap**: 10.239 eV

(6)
Entry from OMol25: a 4-piece molecular cluster, C5H14O3 overall at a distorted geometry (wB97M-V/def2-TZVPD).

Geometry as XYZ:
```
22
Properties=species:S:1:pos:R:3:forces:R:3
C 0.969010 3.230830 1.467414 -0.201 0.683 -0.072
C 0.520623 1.986948 1.353429 0.623 -0.404 -0.496
C 1.173493 0.790571 1.898362 -0.040 0.010 0.663
C 2.357330 0.742422 2.507761 0.216 0.079 0.333
C 2.719467 -0.403032 3.401409 0.496 -2.165 -1.739
H 0.492583 4.057996 0.952033 -0.220 -0.173 0.022
H 1.810215 3.552940 2.069579 0.119 -0.416 0.049
H -0.356590 1.774761 0.759672 -0.142 0.207 -0.145
H 0.594714 -0.130872 1.920871 -0.169 0.166 -0.001
H 3.036255 1.584571 2.475621 -0.058 0.239 0.036
H 3.711163 -0.876510 3.321191 0.732 1.614 0.716
H 2.370926 -1.330348 2.908021 -1.508 0.313 0.544
H 2.352617 -0.296580 4.415957 0.155 -0.152 0.083
O -3.510943 -0.941948 -3.679059 0.286 -0.407 -0.864
H -3.546842 -1.917231 -3.673434 -0.021 0.426 0.579
H -3.270486 -0.770085 -4.597517 -0.172 0.411 0.063
O -0.089211 -0.301938 -3.388202 -0.289 -0.130 -0.969
H 0.126775 0.141548 -4.219221 0.485 0.339 0.327
H -0.813890 -0.842481 -3.732381 -0.245 -0.176 0.726
O -3.538233 -3.267041 -2.454307 -0.127 -0.676 0.750
H -4.280346 -3.226639 -1.837738 -0.158 0.149 -0.304
H -2.828630 -3.557882 -1.869460 0.238 0.065 -0.300
```
Positions in Å, forces in eV/Å.

Calculated values
**Total energy**: -11552.5166 eV
**SMILES string**: C=C/C=C/C.O.O.O
**Energy above the lowest of the compared OMol25 structures with the same formula, charge and spin**: 155.1 kJ/mol
**LUMO energy**: 0.54 eV
**Orbital gap**: 9.033 eV

Copy entry 5 word for word.
Entry from OMol25: one molecule with the formula C5H14O2SSi at a distorted geometry (wB97M-V/def2-TZVPD).

Geometry as XYZ:
```
23
Properties=species:S:1:pos:R:3:forces:R:3
C -3.848930 -0.187361 0.229716 -0.773 -1.551 -2.751
C 2.715521 0.211069 -1.552024 0.161 -1.434 0.243
C 1.823805 1.633356 0.885531 -1.490 -2.583 0.062
C 1.631799 -1.579560 0.827132 -1.251 -0.856 0.222
C -2.558077 0.483254 -0.072748 0.350 -1.051 -0.500
O -1.405011 -1.856181 0.180250 -0.002 0.075 -0.265
O -0.078888 0.259606 -0.711928 -2.441 -1.300 -0.589
Si 1.435441 0.029296 -0.140037 2.814 0.565 1.026
S -1.476493 -0.804558 -0.832695 1.401 1.894 0.839
H -4.149214 -0.642667 -0.803207 -0.210 0.733 1.795
H -3.929804 -0.987112 0.922723 0.762 -0.750 0.725
H -4.559863 0.516065 0.546562 -1.170 1.107 0.078
H 3.664277 0.694874 -1.209182 -0.749 -0.627 -0.268
H 2.903547 -0.731528 -2.151632 0.053 0.922 0.868
H 2.240834 0.859867 -2.248654 -0.300 0.898 -0.723
H 1.535498 1.595304 1.922492 -0.437 -0.055 0.402
H 2.794561 1.985758 0.869971 2.260 0.360 -0.279
H 1.240883 2.330745 0.371809 -1.135 1.502 -0.617
H 2.340728 -1.533310 1.680948 -0.439 0.098 -0.577
H 0.610413 -1.937920 1.184724 1.325 0.701 -0.068
H 1.921511 -2.420724 0.170060 0.211 0.464 0.137
H -2.038718 0.882449 0.773744 0.421 0.379 0.317
H -2.813822 1.199282 -0.843566 0.640 0.507 -0.075
```
Positions in Å, forces in eV/Å.

Calculated values
**Total energy**: -28220.4070 eV
**Energy above the lowest of the compared OMol25 structures with the same formula, charge and spin**: 0.0 kJ/mol
**LUMO energy**: 0.70 eV
**Orbital gap**: 10.239 eV

- Look up the energy above the lowest of the compared OMol25 structures with the same formula, charge and spin of the fourth one.
  53.1 kJ/mol

- The lowest orbital gap belongs to which entry?
  C5H14O2P